Entry from the Open Molecules 2025 dataset: a cluster of 6 separate species, C46H53FNO12PS2Si in total (ωB97M-V/def2-TZVPD).

Structure (XYZ):
```
117
Properties=species:S:1:pos:R:3
C -4.096 0.709 -3.115
C -3.347 -0.160 -4.063
Si -1.633 0.453 -4.701
C -1.916 0.953 -6.579
C -3.363 1.791 -6.568
F -3.383 2.935 -7.509
C -0.358 -0.972 -4.473
C -0.449 -1.696 -2.970
C 0.245 -0.774 -1.779
C -0.635 -0.770 -0.369
N -0.799 0.602 0.247
C -1.938 0.581 1.256
C -3.408 0.984 0.605
C -3.650 2.598 0.451
C -2.451 3.402 -0.341
C 0.480 1.133 0.856
S 0.564 2.772 1.417
S 2.091 0.150 1.046
C 3.416 1.415 0.501
C 4.752 0.684 -0.109
C 5.351 1.540 -1.374
P -0.863 2.255 -3.709
O 0.807 2.576 -4.107
O -1.812 3.673 -4.068
H -3.445 1.497 -2.500
H -5.269 0.649 -2.948
H -3.814 -1.189 -4.448
H -1.012 1.631 -6.951
H -2.004 -0.054 -7.215
H -4.245 1.012 -6.735
H -3.563 2.244 -5.482
H 0.751 -0.649 -4.657
H -0.614 -1.790 -5.298
H 0.150 -2.721 -3.071
H -1.576 -1.948 -2.752
H 1.258 -1.341 -1.502
H 0.566 0.295 -2.132
H -0.257 -1.602 0.378
H -1.730 -1.118 -0.693
H -2.054 -0.555 1.605
H -1.696 1.178 2.255
H -3.615 0.364 -0.388
H -4.219 0.592 1.382
H -3.787 3.080 1.517
H -4.633 2.745 -0.204
H -1.779 2.714 -1.007
H -1.853 4.037 0.448
H -2.958 4.188 -1.077
H 3.627 2.111 1.426
H 2.906 2.019 -0.386
H 5.557 0.620 0.745
H 4.410 -0.383 -0.492
H 4.623 2.363 -1.793
H 5.642 0.822 -2.252
H 6.337 2.071 -0.992
H 1.010 2.265 -5.056
H -2.643 3.641 -3.492
C 3.695 -5.732 -3.811
C 3.196 -4.493 -3.800
C 2.935 -3.783 -2.532
O 2.476 -2.649 -2.521
C 3.248 -4.495 -1.277
C 3.747 -5.735 -1.288
C 4.008 -6.445 -2.556
O 4.467 -7.579 -2.567
H 3.891 -6.267 -4.732
H 2.961 -3.956 -4.712
H 3.052 -3.960 -0.356
H 3.982 -6.271 -0.376
C 7.406 -1.525 0.945
C 8.579 -1.385 1.570
C 9.009 -2.337 2.614
O 10.082 -2.209 3.188
C 8.093 -3.448 2.939
C 6.920 -3.587 2.314
C 6.490 -2.636 1.271
O 5.417 -2.764 0.697
H 7.075 -0.835 0.178
H 9.263 -0.576 1.342
H 8.424 -4.138 3.706
H 6.237 -4.397 2.542
C -4.864 2.870 5.232
C -4.495 3.284 6.447
C -3.261 2.786 7.085
O -2.923 3.163 8.198
C -2.449 1.813 6.326
C -2.819 1.398 5.110
C -4.053 1.897 4.473
O -4.391 1.520 3.360
H -5.767 3.225 4.750
H -5.079 3.998 7.016
H -1.546 1.458 6.808
H -2.235 0.685 4.541
C 2.704 -4.578 5.582
C 3.956 -4.893 5.236
C 5.055 -3.916 5.367
O 6.201 -4.202 5.049
C 4.718 -2.580 5.896
C 3.466 -2.265 6.242
C 2.366 -3.242 6.111
O 1.220 -2.955 6.429
H 1.886 -5.282 5.491
H 4.220 -5.869 4.847
H 5.536 -1.875 5.987
H 3.202 -1.289 6.631
C -9.255 3.203 -1.638
C -8.003 2.889 -1.984
C -6.904 3.865 -1.853
O -5.758 3.579 -2.171
C -7.242 5.202 -1.324
C -8.494 5.516 -0.978
C -9.593 4.540 -1.109
O -10.739 4.826 -0.791
H -10.073 2.499 -1.729
H -7.739 1.913 -2.373
H -6.424 5.906 -1.233
H -8.758 6.492 -0.589
```

Its total energy is -116161.23441 eV. As for the SMILES: C=C[Si@](CCF)(CCCCN(CCCC)C(=S)SCCC)P(O)O.O=C1C=CC(=O)C=C1.O=C1C=CC(=O)C=C1.O=C1C=CC(=O)C=C1.O=C1C=CC(=O)C=C1.O=C1C=CC(=O)C=C1. The value obtained for the largest force on an atom is 4.61 eV/Å. The frontier orbital gap comes out at 5.659 eV. Its HOMO energy is -7.61 eV. The total charge is 0.

Mulliken atomic charge list, values in e, 8 entries: -0.105, -0.108, -0.247, -0.483, 0.152, -0.350, -0.686, -0.481

Entry from the Open Molecules 2025 dataset: an isolated molecule of C2HFN2O (ωB97M-V/def2-TZVPD).

Structure (XYZ):
```
7
Properties=species:S:1:pos:R:3
C -0.953 0.139 0.297
C 1.067 -0.134 -0.116
H 2.109 -0.229 0.099
N -0.898 -0.008 -0.978
N 0.461 -0.192 -1.254
O 0.220 0.081 0.925
F -2.006 0.344 1.027
```

Its total energy is -9833.98014 eV. As for the SMILES: Fc1nnco1. The value obtained for the largest force on an atom is 0.91 eV/Å. The frontier orbital gap comes out at 11.560 eV. Its HOMO energy is -10.80 eV. The total charge is 0.

Which charges does Mulliken predict for the atoms? In e, they are: 0.582, 0.064, 0.397, -0.320, -0.268, -0.240, -0.216